Record 1
The following is a quantum chemistry calculation of a 3-piece molecular cluster, C23H45FINO11P2S3 overall, from the Open Molecules 2025 dataset.

Computed properties:
E: -110488.483 eV
SMILES: CCN[C@@]1(CCCI)OC(=O)[C@@H](P(O)(O)=S)[C@@]1(F)CCP(=O)(OCC)OCC.O=S1(=O)CCCC1.O=S1(=O)CCCC1
Maximum force: 9.64 eV/A
LUMO energy: -0.00863 Ha
Orbital gap: 9.1 eV
HOMO: -0.344 Eh

Last column: Löwdin charge in e.
Cartesian coordinates (Å):
H (3.766, 4.447, 0.411)  0.11
H (4.669, -1.329, -1.372)  0.10
N (3.572, 0.406, -0.403)  0.02
H (0.966, 2.627, -0.887)  0.11
S (-2.056, -4.235, 0.591)  0.67
H (3.463, -1.944, 1.061)  0.07
H (-3.997, -7.270, 0.670)  0.12
C (-3.758, -6.208, 0.785)  -0.22
C (5.225, 2.805, 1.036)  -0.62
P (2.682, -2.024, -3.620)  0.41
H (-4.566, 3.553, 1.852)  0.12
C (-2.688, 0.484, -1.887)  -0.25
H (5.780, -0.082, -0.331)  0.14
C (4.676, 0.325, -3.753)  -0.19
O (5.610, 0.161, -4.698)  0.03
S (-4.830, 4.725, 4.744)  0.67
H (0.503, -2.943, 2.229)  0.08
H (-1.726, -6.515, 0.086)  0.11
O (-1.398, 2.583, 0.884)  -0.38
P (-0.976, 1.290, 0.017)  0.80
C (-2.149, -0.945, -2.571)  -0.09
H (-4.213, -3.318, 0.263)  0.11
C (0.150, 1.910, -1.383)  -0.20
F (2.151, 2.080, -3.663)  -0.07
H (-3.366, -3.584, -1.291)  0.09
H (-2.353, 1.432, -2.482)  0.12
I (5.187, 3.699, 3.067)  0.64
H (-3.874, 0.430, -2.020)  0.14
H (0.729, -0.290, -1.492)  0.09
O (-0.938, -4.036, -0.310)  -0.34
H (-3.893, -5.877, -1.342)  0.12
C (-3.144, 4.900, 2.755)  -0.23
H (-1.842, -6.249, 1.854)  0.11
O (-2.161, -3.545, 1.860)  -0.32
O (-4.010, 4.890, 5.926)  -0.33
O (4.754, 1.047, -2.456)  -0.09
C (-4.179, 5.769, 3.455)  -0.24
H (-0.467, 2.629, -2.110)  0.12
H (-3.756, 6.677, 3.887)  0.11
O (-2.443, 0.510, -0.445)  -0.27
H (-5.312, 2.567, 3.854)  0.10
H (5.307, 1.624, 1.187)  0.04
C (4.573, -1.583, 0.892)  -0.10
C (-3.583, -4.007, -0.307)  -0.22
H (2.924, 3.606, -1.760)  0.12
H (5.027, -1.043, 1.845)  0.08
H (-1.572, -0.775, -3.577)  0.07
C (0.392, -1.781, 2.390)  -0.09
H (2.843, 2.874, 0.903)  0.12
C (-4.408, 3.170, 3.972)  -0.23
H (-3.696, 2.652, 4.620)  0.11
H (-5.316, -5.316, -0.458)  0.12
H (4.200, -3.506, -2.862)  0.08
H (-4.251, -5.845, 1.694)  0.12
H (-3.055, 2.763, 2.316)  0.08
H (-1.443, -1.330, 1.110)  0.11
H (0.153, 0.516, -3.185)  0.13
H (5.300, -2.492, 0.671)  0.08
H (-2.864, 5.314, 1.782)  0.12
S (1.637, -2.520, -5.233)  0.24
C (-2.256, -5.982, 0.880)  -0.23
C (4.713, -0.589, -0.445)  -0.24
C (-3.785, 3.519, 2.622)  -0.23
O (4.224, -2.899, -3.659)  -0.26
C (3.089, -0.163, -3.724)  -0.20
H (6.180, 3.243, 0.491)  0.07
O (0.045, 0.336, 1.098)  -0.27
H (4.783, 3.272, -1.786)  0.14
H (-5.003, 6.021, 2.780)  0.11
O (-6.272, 4.867, 4.775)  -0.34
H (-0.415, -1.644, 3.241)  0.09
O (1.883, -2.531, -2.159)  -0.30
H (0.898, -2.679, -2.387)  0.08
C (3.532, 1.302, -1.623)  -0.29
C (3.807, 3.258, 0.314)  -0.32
C (3.753, 2.925, -1.291)  -0.09
C (-0.295, -1.092, 1.029)  -0.30
C (0.823, 0.652, -2.207)  -0.13
C (2.354, 0.911, -2.728)  -0.22
H (2.672, 0.175, -4.791)  0.15
H (0.220, -1.666, 0.120)  0.10
H (-2.237, 4.829, 3.368)  0.12
H (-3.091, -1.621, -2.838)  0.09
C (-4.225, -5.389, -0.417)  -0.22
H (-1.463, -1.561, -1.831)  0.07
H (2.675, -0.106, -0.247)  0.10
H (1.429, -1.260, 2.643)  0.09

Record 2
The following is a quantum chemistry calculation of a 10-piece molecular cluster, C23H46Br20N3O2S overall, from the Open Molecules 2025 dataset.

Computed properties:
E: -1444841.463 eV
Maximum force: 2.70 eV/A
Net charge: +1
LUMO energy: -0.08399 Ha
Orbital gap: 9.2 eV
HOMO: -0.423 Eh

Last column: Löwdin charge in e.
Cartesian coordinates (Å):
H (3.576, -2.844, -0.993)  0.04
C (6.757, -0.109, 2.661)  -0.67
Br (-2.792, -1.303, -2.669)  0.69
H (-4.643, 2.596, -5.217)  -0.01
H (-1.595, 2.040, 2.185)  0.01
H (-3.676, 5.473, -4.727)  -0.01
Br (-0.513, -4.672, -5.680)  0.67
C (-4.471, 6.383, 3.822)  -0.65
C (-4.426, 1.589, 5.459)  -0.64
H (1.853, -3.988, -6.034)  0.06
H (-5.412, 6.677, 4.275)  0.05
C (-1.288, 6.574, -1.848)  -0.65
Br (0.765, 1.845, 1.403)  0.64
H (-5.747, 3.905, -4.750)  0.06
Br (5.513, -4.690, 0.460)  0.68
H (-2.354, 6.348, 4.306)  0.05
H (-5.448, 1.898, 5.668)  0.07
Br (-1.925, 3.728, -5.013)  0.62
H (0.225, 1.010, -1.806)  0.14
H (8.353, -0.730, 3.945)  0.06
S (4.824, -0.765, -1.061)  0.63
C (-1.868, -1.517, -4.369)  -0.66
Br (-3.122, 6.845, -2.447)  0.70
H (-2.259, -2.411, -4.833)  0.01
N (1.978, -0.014, -1.342)  0.15
H (-0.115, -0.588, 2.789)  0.05
C (-3.270, 6.853, 4.598)  -0.69
H (-3.735, 4.266, -3.437)  0.02
H (0.898, -3.027, -0.601)  0.05
Br (-4.503, 4.444, 3.661)  0.63
Br (4.829, 0.167, 2.743)  0.60
C (-4.788, 3.673, -5.210)  -0.69
C (1.884, -5.135, -4.187)  -0.63
N (0.091, -1.092, -1.255)  0.07
H (1.631, -5.738, -6.221)  0.07
H (-1.720, -6.645, -1.708)  0.06
O (5.938, -1.252, -0.310)  -0.37
H (-1.557, 4.420, -1.805)  0.02
Br (7.474, 1.288, 5.056)  0.62
H (3.370, -5.623, 3.495)  0.06
H (-4.432, 6.754, 2.799)  0.06
C (-1.942, -6.280, -0.709)  -0.67
C (-1.020, 0.000, 2.664)  -0.66
Br (-3.820, -0.156, -5.958)  0.67
C (0.693, 0.086, -1.509)  -0.16
Br (-3.494, 6.560, 6.509)  0.63
H (2.915, -5.482, -4.197)  0.07
N (2.132, -1.282, -0.966)  -0.15
H (5.702, -4.617, 2.940)  0.05
H (-1.056, 7.392, -1.174)  0.05
C (1.026, -1.998, -0.901)  -0.17
C (-1.088, 5.214, -1.232)  -0.69
C (3.443, -1.840, -0.595)  -0.23
H (7.178, 0.764, 2.172)  0.06
H (5.413, -6.266, 2.354)  0.06
H (3.442, -1.868, 0.495)  0.03
C (5.093, -5.229, 2.282)  -0.67
H (-0.818, -1.673, -4.122)  0.04
O (4.995, -0.715, -2.474)  -0.31
C (-3.679, 4.413, -4.511)  -0.75
H (-0.916, -5.737, 1.121)  0.06
C (-0.768, -6.339, 0.229)  -0.65
C (-3.452, 2.498, 6.157)  -0.70
C (1.414, -4.877, -5.592)  -0.67
H (-0.550, -7.364, 0.520)  0.06
H (-0.925, -1.226, -1.326)  -0.05
H (4.482, 0.449, -0.542)  0.08
C (-0.753, 1.476, 2.571)  -0.71
H (-3.715, 2.599, 7.208)  0.07
Br (-4.961, 4.231, -7.065)  0.62
H (-1.707, -0.218, 3.478)  0.03
H (-3.390, 3.483, 5.704)  -0.05
C (3.621, -5.113, 2.567)  -0.67
H (1.264, -5.854, -3.659)  0.02
Br (1.933, -3.523, -3.071)  0.78
H (-0.025, 5.004, -1.126)  0.06
H (3.000, -5.501, 1.765)  0.01
H (-0.470, 1.873, 3.542)  0.01
H (-4.302, 0.545, 5.732)  0.05
H (-0.682, 6.664, -2.748)  0.06
H (6.891, -0.979, 2.020)  0.04
Br (0.862, -5.694, -0.622)  0.69
C (7.335, -0.357, 4.027)  -0.70
Br (-1.910, -0.658, 1.056)  0.68
C (-2.042, -0.271, -5.190)  -0.70
H (-1.360, -0.261, -6.038)  0.07
Br (-4.266, 1.686, 3.515)  0.59
H (-2.780, -6.840, -0.301)  0.07
Br (-1.802, 5.086, 0.574)  0.61
Br (-1.650, 1.758, 6.159)  0.67
H (6.743, -1.049, 4.618)  0.05
H (-1.899, 0.634, -4.604)  0.01
Br (-2.578, -4.450, -0.891)  0.61
Br (3.087, -3.258, 2.851)  0.64
H (-3.141, 7.927, 4.487)  0.06

Record 3
The following is a quantum chemistry calculation of a 2-piece molecular cluster, C23H46ClN7O7P overall, from the Open Molecules 2025 dataset.

Computed properties:
E: -71149.918 eV
Maximum force: 9.11 eV/A
Net charge: +1
LUMO energy: -0.16161 Ha
Orbital gap: 7.4 eV
HOMO: -0.433 Eh

Last column: Löwdin charge in e.
Cartesian coordinates (Å):
H (1.193, 0.776, 1.955)  0.12
H (5.142, -0.629, -2.356)  0.13
H (-2.400, -0.118, 7.853)  0.08
H (-3.826, -1.689, 6.266)  0.11
C (-2.324, 0.026, 6.684)  -0.14
O (1.646, 6.808, 0.075)  0.01
H (-1.326, 7.885, -0.175)  0.10
H (-4.869, -0.031, 1.782)  0.12
H (3.587, 0.837, -1.713)  0.14
H (-5.239, -2.662, 1.647)  0.12
H (0.638, 2.153, -2.067)  0.08
N (0.743, 8.072, -1.557)  0.15
H (2.907, -1.513, 4.228)  0.10
H (3.831, 3.964, 0.347)  0.13
H (5.444, -1.621, -3.940)  0.15
H (-3.346, -3.036, 1.873)  0.12
H (2.467, -3.825, -2.207)  0.13
N (-1.164, -1.967, -2.794)  -0.13
C (-2.704, -1.411, 5.989)  -0.27
H (-0.610, 6.910, 1.074)  0.11
H (-2.179, -2.119, 3.772)  0.11
N (0.024, -4.779, -5.852)  -0.20
H (-1.836, -2.681, -0.236)  0.11
H (2.284, 3.496, 2.034)  0.13
C (1.797, 2.156, -2.226)  -0.17
H (3.807, 0.466, -4.052)  0.15
C (4.219, -2.829, -2.354)  -0.25
C (-0.574, -2.766, -3.933)  -0.14
O (3.224, -3.793, -2.882)  -0.02
H (-3.067, 0.885, 6.360)  0.09
C (-2.799, -2.879, -0.901)  -0.18
H (2.754, -0.686, 5.978)  0.11
H (1.987, 2.298, -3.395)  0.13
N (0.847, -2.278, -4.102)  0.13
C (0.684, 7.393, -0.398)  -0.73
H (2.034, 0.278, -0.795)  0.11
H (-5.016, -2.109, -0.759)  0.13
C (-4.067, -0.783, 2.185)  -0.23
N (-0.198, -1.067, -2.329)  -0.39
H (-4.853, -1.971, 3.971)  0.12
H (-1.770, -5.355, -3.280)  0.09
H (-2.039, -0.232, 4.057)  0.11
P (-1.277, -4.129, -5.071)  0.74
O (4.867, -3.114, -1.190)  -0.02
O (-2.128, -5.413, -4.237)  -0.22
H (-2.044, -2.318, 6.344)  0.11
H (-2.631, -4.138, -6.902)  0.10
H (-0.038, 8.560, -1.962)  0.10
C (2.085, 2.727, 1.159)  -0.14
C (2.063, 0.715, 4.230)  -0.26
C (1.098, -1.153, -3.085)  -0.15
H (-3.090, -4.036, -0.939)  0.13
C (4.638, -1.422, -3.084)  -0.07
Cl (-0.794, -0.081, -1.058)  0.81
N (2.199, -0.379, -2.868)  -0.08
H (-3.112, -2.948, -3.160)  0.14
C (-4.131, -2.276, 1.448)  -0.21
C (-4.198, -0.982, 3.838)  -0.20
H (-1.238, 0.310, 6.345)  0.07
O (2.932, 1.295, 3.171)  -0.12
O (-2.244, -3.387, -6.345)  -0.24
H (3.963, 2.111, 0.020)  0.10
H (3.482, 3.691, -2.221)  0.13
O (1.054, 1.488, 4.716)  -0.04
C (-2.598, -2.206, -2.381)  -0.17
H (-4.702, -0.030, 4.302)  0.12
H (1.228, -1.325, 5.074)  0.09
H (-3.010, -0.342, 1.896)  0.10
C (2.604, 3.372, -1.482)  -0.19
H (-3.220, -1.211, -2.428)  0.13
C (2.262, -0.778, 4.899)  -0.02
H (1.633, 8.085, -2.038)  0.11
C (3.391, -0.629, -3.816)  -0.12
N (-0.522, 7.409, 0.199)  0.15
H (-0.107, -4.605, -6.872)  -0.01
C (-4.009, -1.992, -0.162)  -0.22
H (2.976, 0.541, 1.166)  0.12
C (3.208, 3.008, -0.002)  -0.21
C (2.411, 0.689, -1.829)  -0.17
C (2.271, 1.217, 1.847)  -0.19
C (-2.634, -1.201, 4.363)  -0.23
H (1.938, 4.354, -1.363)  0.12
H (-3.664, -0.857, -0.296)  0.09
H (0.965, 2.880, 0.795)  0.12
H (3.071, -1.073, -4.849)  0.14

Record 4
The following is a quantum chemistry calculation of C23H46F3HgNO8Si2 as an isolated structure, from the Open Molecules 2025 dataset.

Computed properties:
E: -70530.017 eV
Maximum force: 2.51 eV/A
Net charge: +2
LUMO energy: -0.43835 Ha
Orbital gap: 1.7 eV
HOMO: -0.500 Eh

Last column: Löwdin charge in e.
Cartesian coordinates (Å):
H (0.472, 2.214, -2.225)  0.03
Si (1.790, -0.683, -2.014)  0.56
O (-1.637, -0.431, 2.759)  -0.06
C (5.089, -1.295, -0.683)  -0.51
C (-3.459, -1.241, -1.665)  -0.15
H (-3.703, 0.536, -2.929)  0.11
F (3.676, 1.709, 1.399)  0.25
C (4.673, -0.863, -2.061)  -0.15
H (-3.930, -3.979, 3.957)  0.13
H (-3.690, -2.008, 4.803)  0.14
C (-3.258, -3.716, 3.138)  -0.18
C (-3.655, -0.532, -0.320)  -0.17
Si (1.321, 2.008, -1.044)  0.62
H (-3.403, -2.137, 1.656)  0.04
H (3.188, 3.385, -1.843)  0.10
H (1.887, 4.411, -1.279)  0.10
H (0.903, 0.708, -3.966)  0.07
C (-3.239, 2.987, 0.152)  0.04
O (-4.090, 0.833, -0.516)  0.01
C (4.202, 2.599, 0.647)  -0.68
H (-0.129, 3.075, 0.603)  0.10
H (3.436, -1.711, -3.589)  0.09
H (-3.116, -0.898, -3.739)  0.11
H (-2.775, -0.605, 0.326)  0.10
H (-0.723, -1.827, -3.169)  0.10
C (0.786, -1.902, -0.968)  -0.25
C (0.152, 2.017, 0.441)  -0.23
H (-0.254, -0.008, 4.283)  0.14
H (6.714, -1.841, 0.325)  0.10
N (6.469, -1.090, -0.316)  0.15
H (6.546, -0.197, 0.164)  0.09
H (-1.330, 0.063, -1.605)  0.07
H (-4.090, -3.649, 1.106)  0.09
O (-2.217, -2.886, 3.663)  -0.07
C (-0.270, 1.531, 2.677)  -0.11
H (-0.272, -1.639, -0.918)  0.04
H (-2.820, 2.896, -0.850)  0.09
H (3.942, 4.625, 0.120)  0.06
H (-2.467, 0.378, 4.486)  0.15
C (-2.607, -0.431, 3.767)  -0.11
H (-4.433, -1.656, -1.940)  0.12
C (-3.989, -3.003, 1.972)  -0.03
H (0.414, -0.545, 2.759)  0.15
C (-2.655, -1.876, 4.483)  -0.12
H (1.284, -0.924, -4.391)  0.08
C (-3.043, -0.318, -2.815)  -0.17
Hg (6.268, 5.200, 0.770)  0.92
H (-1.043, -0.780, -4.539)  0.12
H (-2.473, 3.232, 0.882)  0.06
C (3.253, 3.746, 0.292)  -0.38
C (2.494, 3.542, -1.013)  -0.14
O (4.365, -1.812, 0.094)  0.15
H (-2.000, -1.851, 5.363)  0.15
O (2.457, 4.082, 1.386)  0.02
H (-1.239, 1.854, 2.296)  0.11
H (-4.051, 3.708, 0.189)  0.10
C (-1.548, 0.101, -2.682)  -0.23
H (1.144, -3.202, -2.677)  0.06
O (-3.849, 1.268, 1.669)  0.12
O (2.320, 0.685, -1.140)  -0.28
H (-3.576, -0.298, 3.281)  0.12
O (0.697, 1.537, 1.662)  -0.13
H (-2.792, -2.100, -1.571)  0.12
C (-0.648, -0.797, -3.520)  -0.24
H (-0.800, 1.507, 0.219)  0.09
H (-1.499, 1.152, -2.976)  0.10
H (1.574, -3.968, -1.172)  0.08
C (0.831, -3.322, -1.632)  -0.13
H (3.431, -2.585, -2.024)  0.08
H (1.194, -2.024, 0.037)  0.07
H (-0.007, 2.214, 3.494)  0.16
H (2.028, 4.918, 1.154)  0.13
H (-0.155, -3.780, -1.670)  0.07
H (-2.821, -4.631, 2.751)  0.13
H (-4.953, -2.607, 2.293)  0.09
C (3.386, -1.611, -2.505)  -0.19
H (5.474, -1.204, -2.726)  0.13
F (5.260, 3.135, 1.379)  -0.11
H (-4.452, -1.034, 0.232)  0.11
C (0.825, -0.318, -3.602)  -0.22
C (-0.389, 0.041, 3.200)  -0.08
C (-3.766, 1.607, 0.541)  -0.53
F (4.755, 2.092, -0.406)  0.19
H (4.615, 0.220, -2.168)  0.10

Record 5
The following is a quantum chemistry calculation of C23H46FNOSi2 as an isolated structure, from the Open Molecules 2025 dataset.

Computed properties:
E: -46596.736 eV
Maximum force: 4.86 eV/A
LUMO energy: 0.01351 Ha
Orbital gap: 8.6 eV
HOMO: -0.303 Eh

Last column: Löwdin charge in e.
Cartesian coordinates (Å):
H (3.380, 1.738, 0.073)  0.12
H (4.218, -1.476, -4.654)  0.05
H (2.737, -2.383, -1.266)  0.07
C (-5.736, 1.464, -2.881)  -0.07
H (-4.262, -0.927, 4.516)  0.11
H (0.430, 0.901, 3.562)  -0.03
C (-5.515, 3.078, -2.531)  -0.07
H (-2.765, 3.855, 7.070)  0.07
H (5.604, -1.491, -5.732)  0.07
H (-4.956, 2.267, 7.075)  0.11
H (-2.691, 1.047, 1.109)  -0.01
C (1.778, 0.615, -1.096)  -0.16
H (3.362, -3.486, -2.491)  0.07
C (6.117, -3.968, -2.657)  -0.27
Si (-2.173, -0.338, 1.145)  0.53
H (-2.428, -0.407, 4.517)  0.11
C (7.423, -4.389, -3.323)  -0.09
C (4.855, -2.157, -1.593)  -0.25
H (5.043, -3.004, -5.021)  0.07
C (-3.481, 3.732, 6.134)  -0.15
Si (0.016, 1.147, 2.160)  0.53
H (-1.791, -2.203, -0.672)  0.09
H (8.291, -4.032, -2.761)  0.08
H (-4.542, -0.755, -2.818)  0.10
H (6.093, -4.459, -1.675)  0.12
H (-4.343, 4.543, 6.282)  0.08
H (2.578, 0.140, -1.843)  0.11
H (-3.526, -1.423, -0.742)  0.07
H (2.813, 0.130, 0.885)  0.12
H (-2.928, 1.817, 3.585)  0.08
C (-4.501, 0.418, -2.618)  -0.04
H (-2.887, 3.888, 5.135)  0.07
H (1.002, -0.245, -0.869)  0.11
O (-0.431, -0.414, 1.488)  -0.42
C (-4.136, 2.204, 6.217)  -0.27
F (1.183, 1.778, -1.799)  -0.14
C (-4.900, 1.748, 4.838)  -0.23
H (-5.403, 2.732, 4.390)  0.12
H (-4.517, 1.236, 2.650)  0.12
C (-2.810, 2.603, -1.684)  -0.03
H (4.913, -1.088, -1.353)  0.11
H (-5.788, 1.010, 5.113)  0.11
C (-3.897, 1.164, 3.665)  -0.24
C (1.451, 2.050, 1.248)  -0.32
C (2.416, 1.086, 0.339)  -0.23
H (-3.368, 1.385, 6.549)  0.10
H (-6.441, 3.811, -2.696)  0.08
C (3.450, -2.473, -2.095)  -0.10
H (5.279, -4.376, -3.232)  0.09
H (4.993, -2.666, -0.631)  0.11
C (-4.056, 3.640, -1.944)  -0.07
H (-3.878, 4.776, -1.705)  0.08
C (6.140, -1.688, -3.655)  -0.25
C (-3.076, 0.994, -2.018)  -0.15
H (-6.748, 1.033, -3.285)  0.08
H (7.169, -1.802, -4.020)  0.10
C (-1.827, -0.053, -1.706)  -0.23
H (1.016, 2.988, 0.664)  0.09
H (3.129, -1.765, -2.863)  0.04
H (-1.380, -0.534, -2.675)  0.12
C (5.191, -1.940, -4.820)  -0.09
H (-1.115, 2.104, 2.207)  -0.04
C (-3.256, -1.254, 2.482)  -0.29
C (-2.388, -1.177, -0.617)  -0.28
H (7.496, -4.021, -4.352)  0.06
N (5.984, -2.521, -2.460)  -0.19
H (-4.347, -1.491, 2.094)  0.10
H (-1.771, 2.981, -1.238)  0.10
H (-2.760, -2.281, 2.764)  0.09
H (2.149, 2.515, 2.097)  0.09
C (-3.425, -0.391, 3.884)  -0.26
H (-1.013, 0.575, -1.106)  0.07
H (7.478, -5.483, -3.370)  0.07
H (6.077, -0.630, -3.371)  0.11